# C22H51BN6O11S

A 7-piece molecular cluster, C22H51BN6O11S overall (wB97M-V/def2-TZVPD, the OMol25 dataset).

The geometry in XYZ format:
```
92
Properties=species:S:1:pos:R:3:forces:R:3:lowdin_charge:R:1
O 3.86423 -0.89743 3.18007 0.2787 -0.3546 -0.2933 -0.250
S 2.52244 -0.42053 3.35145 0.2593 0.7273 -0.0087 0.614
O 2.31864 0.63905 4.27939 -0.3970 0.0309 0.3063 -0.242
O 1.59007 -1.61495 3.76776 -0.2157 -0.3364 -0.0502 -0.226
C 1.80567 -2.82918 2.97645 0.6267 -0.3289 0.2680 -0.163
C 2.05204 -2.57217 1.49999 -0.4460 -0.1348 -0.0691 -0.185
C 1.46755 -1.26564 0.98431 0.3095 0.2194 -0.4034 -0.146
C 1.85021 0.01343 1.78696 -0.4077 -0.4396 -0.2901 -0.204
B 2.82954 1.04132 1.05391 -0.0396 0.2461 0.1873 -0.676
O 2.69346 2.37007 1.27831 -0.1989 -0.1076 -0.7415 0.176
O 3.79809 0.61422 0.17309 0.5533 0.1457 0.3729 0.157
H 0.95068 -3.46850 3.15554 -0.3728 0.2732 0.0062 0.104
H 2.67746 -3.32809 3.39872 0.0002 0.0165 0.1124 0.120
H 1.57681 -3.38149 0.94872 0.0691 -0.0641 -0.0505 0.107
H 3.11105 -2.62942 1.26724 0.0832 0.1012 0.0760 0.107
H 0.38389 -1.31445 0.89340 -0.0882 -0.0885 0.2178 0.111
H 1.83922 -1.15187 -0.03511 -0.0517 0.0496 -0.0577 0.103
H 0.92609 0.53611 2.03435 0.0275 0.1476 0.1556 0.133
H 1.76344 2.66445 1.27459 0.1624 0.2742 0.2987 0.073
H 4.42445 0.00896 0.58650 -0.1947 -0.3234 -0.1132 0.105
C 4.19123 -2.71309 -4.39905 0.0621 0.0685 0.1244 -0.058
N 4.01936 -2.79340 -2.96394 0.1315 0.0927 0.0176 -0.189
C 4.89811 -2.02328 -2.09543 -0.1166 -0.0543 0.0590 -0.023
C 3.07076 -3.55726 -2.40080 -0.2597 -0.3385 -0.1151 -0.352
O 2.86804 -3.67591 -1.20702 0.1412 0.1498 -0.0496 0.015
H 5.19045 -3.04855 -4.68376 -0.0102 -0.0041 -0.0462 0.089
H 4.05617 -1.68554 -4.74179 -0.0031 -0.0104 -0.0495 0.091
H 3.45670 -3.34559 -4.89301 -0.0176 -0.0138 0.0050 0.081
H 5.44445 -2.68835 -1.42542 0.0112 0.0179 0.0025 0.097
H 4.31267 -1.33014 -1.49174 0.0267 0.0485 0.0122 0.076
H 5.60301 -1.46246 -2.70347 -0.0036 -0.0002 -0.0304 0.089
H 2.46637 -4.10827 -3.14535 0.0215 0.0649 -0.0219 0.131
C -3.75427 -3.27632 4.71349 0.2685 0.2476 0.0083 -0.059
N -2.77540 -3.07817 3.65669 -0.0165 0.0282 0.0635 -0.182
C -2.38916 -1.72164 3.29349 -0.0313 -0.1294 -0.0865 -0.020
C -2.22448 -4.10767 2.99981 0.0357 -0.0183 -0.1484 -0.355
O -1.40820 -4.00382 2.09444 -0.0583 0.0200 0.0267 -0.012
H -4.69073 -2.79516 4.45061 -0.0965 -0.0363 0.0544 0.067
H -3.38522 -2.85543 5.65171 0.0068 -0.0350 0.0045 0.093
H -3.94140 -4.33734 4.85002 -0.0490 -0.0214 -0.0293 0.081
H -2.61804 -1.52859 2.24384 0.0067 0.0266 0.0074 0.085
H -1.32138 -1.57120 3.43592 0.1143 0.0084 0.0268 0.084
H -2.93440 -1.01853 3.91711 -0.0267 -0.0090 0.0155 0.090
H -2.59350 -5.08703 3.34903 0.0310 0.0068 0.0127 0.134
C -8.43673 -4.33160 1.03632 0.1634 -0.0283 -0.0001 -0.057
N -7.33661 -4.35903 1.97872 -0.0410 -0.0200 -0.1452 -0.195
C -6.00006 -4.68448 1.50749 -0.0345 0.0381 0.1065 -0.037
C -7.50336 -4.09122 3.28613 0.0318 0.0247 0.1048 -0.338
O -6.60116 -4.10393 4.10369 -0.1563 -0.0489 -0.0493 0.002
H -8.56347 -5.30931 0.56759 -0.0456 0.0085 -0.0169 0.090
H -8.25370 -3.59045 0.25600 -0.0465 0.0028 -0.0162 0.090
H -9.35699 -4.07174 1.55468 -0.0076 0.0056 0.0224 0.083
H -5.62221 -5.56993 2.01952 0.0295 -0.0041 -0.0176 0.095
H -5.31343 -3.86058 1.70979 0.0276 -0.0115 -0.0128 0.086
H -6.03384 -4.87295 0.43738 -0.0238 -0.0015 -0.0171 0.083
H -8.54570 -3.85110 3.55420 0.0123 -0.0114 -0.0044 0.135
C -2.53144 -4.13451 -1.33541 0.2624 -0.0530 0.0569 -0.059
N -1.78704 -2.91659 -1.56978 -0.0890 -0.0517 -0.1318 -0.184
C -0.51732 -2.96664 -2.27704 -0.0540 0.1618 0.0921 -0.035
C -2.22526 -1.72140 -1.13812 0.0195 0.1008 0.0842 -0.366
O -1.63642 -0.66819 -1.29904 -0.0124 -0.0265 -0.0051 0.004
H -1.93672 -4.81881 -0.72750 -0.0882 -0.0503 0.0374 0.087
H -2.79168 -4.62357 -2.27737 -0.0152 0.0204 -0.0018 0.087
H -3.44717 -3.90070 -0.79561 -0.0064 0.0102 0.0184 0.070
H 0.28459 -2.60453 -1.63343 0.0507 -0.0408 -0.0277 0.075
H -0.56398 -2.32795 -3.16044 0.0595 -0.0116 -0.0204 0.094
H -0.30033 -3.98923 -2.57600 -0.0634 -0.0419 0.0515 0.087
H -3.19213 -1.78284 -0.60726 0.0103 -0.0077 -0.0136 0.128
C 0.99416 4.88293 -2.96531 0.0393 0.0039 0.0817 -0.050
N 1.13073 4.64348 -1.54132 0.0224 0.0863 -0.0682 -0.171
C 2.16179 5.34864 -0.79091 0.0739 -0.0400 0.0399 -0.019
C 0.34400 3.78541 -0.88753 -0.0237 -0.0887 -0.0505 -0.321
O 0.42227 3.55836 0.31242 -0.1615 -0.0892 0.1373 -0.008
H 1.91875 4.62649 -3.48297 -0.0018 0.0285 -0.0376 0.093
H 0.77701 5.93311 -3.15720 0.0296 0.0137 -0.0388 0.078
H 0.18430 4.27156 -3.35987 -0.0051 -0.0244 0.0232 0.082
H 2.83884 4.62765 -0.33137 0.0090 0.0292 0.0370 0.091
H 1.70349 5.93612 0.00676 0.0160 -0.0064 0.0104 0.098
H 2.70966 6.00662 -1.46459 -0.1346 -0.2116 0.0483 0.053
H -0.39643 3.28476 -1.53188 -0.0085 0.0076 0.0463 0.140
C 3.34877 10.69136 -1.62198 -0.1110 -0.0257 -0.1136 -0.055
N 2.85669 9.61842 -2.46331 -0.0152 0.1585 0.0274 -0.194
C 1.77415 9.88367 -3.39680 0.0534 -0.0933 0.0145 -0.036
C 3.36737 8.37857 -2.41193 0.0664 -0.1398 -0.0549 -0.345
O 2.98354 7.44549 -3.09751 0.0283 0.2030 -0.0349 -0.008
H 2.54923 11.07420 -0.98543 0.0272 0.0228 0.0310 0.091
H 3.73270 11.51000 -2.23330 0.0245 0.0221 0.0345 0.090
H 4.15211 10.32213 -0.98856 0.0108 -0.0208 0.0051 0.084
H 0.91890 9.24483 -3.17604 -0.0224 0.0132 -0.0179 0.091
H 2.09516 9.67670 -4.41763 -0.0248 0.0076 -0.0153 0.093
H 1.47751 10.92584 -3.31412 0.0113 0.0187 0.0184 0.086
H 4.18132 8.27380 -1.67513 -0.0119 -0.0023 -0.0040 0.140
```
Positions in Å, forces in eV/Å.

Calculated values
highest occupied orbital energy: -9.01 eV
E_LUMO: 0.490 eV
gap between HOMO and LUMO: 0.3492 hartree
2S+1: 1
SMILES: O=S1(=O)OCCC[C@@H]1B(O)O.CN(C)C=O.CN(C)C=O.CN(C)C=O.CN(C)C=O.CN(C)C=O.CN(C)C=O

---

# C22H51MnN4OP2

C22H51MnN4OP2 as an isolated structure (wB97M-V/def2-TZVPD, the OMol25 dataset).

The geometry in XYZ format:
```
81
Properties=species:S:1:pos:R:3:forces:R:3:lowdin_spin:R:1
Mn 0.15059 -0.00959 -0.58851 -4.4829 1.5146 1.4707 2.971
P 0.06304 -1.82178 -1.91383 0.2945 -3.2296 -2.2896 -0.025
P 0.24569 2.31268 -0.19686 0.7223 2.9798 -0.2029 -0.022
N 0.54182 0.93795 -2.73441 -0.8534 -0.3507 0.4319 -0.096
C 0.99344 -1.41039 -3.46732 0.1761 0.5139 -0.4979 -0.007
H 1.92447 -1.99877 -3.50659 -0.3831 0.1706 0.1362 0.000
H 0.38971 -1.73127 -4.33104 0.1368 -0.0650 0.5080 -0.001
C 1.32796 0.07511 -3.65432 0.5491 -0.0573 -0.4027 -0.008
H 2.41275 0.25992 -3.50185 -0.7066 0.0394 0.1698 0.000
H 1.11971 0.40051 -4.69889 0.0600 -0.2060 0.6481 -0.005
C 0.90571 2.39357 -2.87371 -0.1218 0.2002 -0.1957 -0.006
H 0.02213 2.92917 -3.26824 0.4344 -0.2086 0.2643 -0.001
H 1.70584 2.50261 -3.62087 -0.2950 -0.2021 0.1763 -0.002
C 1.36486 2.94500 -1.53953 0.1430 -0.5121 -0.1012 -0.006
H 1.38411 4.04206 -1.56831 -0.1185 -0.2846 0.1960 -0.001
H 2.39114 2.61823 -1.31166 -0.2227 0.0806 -0.0965 0.000
C 1.12616 3.13389 1.21919 0.1335 -0.2696 0.4589 0.000
C 2.24658 2.23588 1.76334 0.1428 -0.0621 0.2095 -0.001
H 2.96108 1.95391 0.97600 -0.1023 0.1267 0.2763 0.000
H 1.85255 1.30974 2.22391 0.1133 0.4145 -0.1168 0.000
H 2.80755 2.80123 2.53291 -0.2383 -0.3752 -0.3812 0.000
C -1.26820 3.32687 -0.59551 -0.4296 -0.6859 -0.0212 0.007
C -2.47575 2.97804 0.28415 -0.5261 -0.1002 0.0993 0.002
H -3.39464 3.06275 -0.32148 0.3263 0.0287 0.3261 0.000
H -2.57709 3.67852 1.12698 0.1091 -0.3480 -0.2391 0.000
H -2.44330 1.94998 0.67808 0.0079 0.3974 -0.2005 0.001
C -1.55061 -2.45774 -2.56676 -0.5302 0.5492 0.2787 0.003
C -2.29862 -3.26917 -1.50983 -0.2824 -0.1474 0.1785 0.000
H -3.33689 -3.39369 -1.85143 0.3144 0.0168 0.1590 0.000
H -2.32658 -2.77873 -0.52661 0.0116 -0.1247 -0.1615 0.000
H -1.86898 -4.27451 -1.40029 -0.1283 0.3415 -0.0109 0.000
C 1.02390 -3.32499 -1.31733 0.2350 0.4418 0.3775 0.002
C 0.49052 -3.87932 0.01260 0.1144 -0.1473 0.5490 -0.001
H 1.34832 -4.22103 0.61269 -0.2880 -0.0410 -0.1926 0.000
H -0.17579 -4.74682 -0.11751 0.2683 0.4297 -0.0371 0.000
H -0.04019 -3.12620 0.61660 0.0529 -0.3322 -0.2340 0.000
C 1.97797 -0.12396 -0.61583 10.1207 0.7930 -1.4383 0.036
O 3.13284 0.02926 -0.79738 -6.0408 -1.0558 1.0748 0.055
C -0.99740 4.84117 -0.65715 0.1302 0.3463 -0.2417 0.000
H 0.01668 5.12916 -0.35679 -0.2461 -0.0010 -0.0240 0.000
H -1.15275 5.21181 -1.68041 0.0968 -0.0664 0.3217 0.000
H -1.69791 5.38531 -0.00920 0.2119 -0.2255 -0.1619 0.000
C -1.48155 -3.21418 -3.90531 0.2052 -0.0317 -0.3382 0.000
H -2.21456 -4.03239 -3.89971 0.2003 0.2496 0.0333 0.000
H -1.75157 -2.54164 -4.72992 0.1525 -0.2544 0.1241 0.000
H -0.50057 -3.66062 -4.12478 -0.4270 0.1331 0.0621 0.000
C 1.24557 -4.44767 -2.34520 -0.0406 -0.1177 -0.2117 -0.001
H 1.94091 -5.18371 -1.91000 -0.2542 0.2900 -0.0149 0.000
H 0.31877 -4.98644 -2.59138 0.2973 0.2242 0.1386 0.000
H 1.71709 -4.10007 -3.27439 -0.1998 -0.1043 0.2209 0.000
C 0.18404 3.63077 2.31222 -0.2779 0.0933 0.2996 0.000
H -0.50599 2.85445 2.67538 0.1927 0.0867 -0.0953 0.000
H 0.78240 3.96512 3.17184 -0.1789 -0.0269 -0.2399 0.000
H -0.41931 4.48573 1.97182 0.2076 -0.3231 0.1554 0.000
H 1.62110 4.02046 0.78158 -0.2980 -0.3893 -0.0945 -0.001
H 2.01459 -2.87468 -1.12356 -0.1457 -0.0765 -0.0182 0.000
H -1.51087 2.97543 -1.61059 0.0826 0.0244 0.1771 0.000
H -2.11010 -1.52256 -2.72658 -0.0190 -0.1870 -0.0018 -0.002
H -0.45873 0.84485 -2.97563 0.6613 0.0439 -0.1102 0.001
H -1.36542 -0.12516 -1.13833 0.7393 -0.1554 0.2845 -0.051
C 1.94026 -1.65304 2.98969 0.2726 -0.1640 0.1030 0.001
N 0.84078 -0.80924 3.47805 -0.5642 -0.2032 -0.7917 0.020
C 1.05077 -0.24699 4.81141 0.3214 0.1500 0.7824 0.002
C -0.20518 -0.55195 2.63348 -0.5631 0.7210 1.4160 0.011
N 0.01888 -0.72859 1.30318 0.7831 -0.3829 -1.9200 0.096
N -1.42152 -0.13995 3.05969 1.0921 -0.5197 -0.8447 0.014
C -1.87554 0.00477 4.43687 -0.0873 0.1305 0.7725 0.002
C -2.57048 -0.17815 2.15609 -0.3815 0.0315 -0.2019 0.002
H 2.62788 -1.81158 3.82885 -0.1774 0.0124 -0.3809 0.000
H 2.50437 -1.14702 2.18627 0.0296 -0.1929 0.2490 0.000
H 1.60787 -2.65715 2.66272 0.0003 0.5359 0.0978 0.000
H 0.69717 0.79168 4.88617 0.0673 -0.4196 -0.0864 0.001
H 0.62019 -0.86470 5.62105 0.1741 0.2747 -0.4084 0.001
H 2.13686 -0.23762 4.97709 -0.3793 0.1530 -0.0464 0.000
H 0.87743 -1.28731 1.22736 -0.5239 0.1259 0.1618 0.008
H -2.26843 1.02663 4.58091 0.0557 -0.4790 -0.0582 0.001
H -2.66819 -0.73142 4.63081 0.1266 0.2901 -0.1105 0.001
H -1.09477 -0.16789 5.16904 -0.3116 0.0629 -0.2394 0.000
H -3.12038 0.76609 2.23596 0.1287 -0.1775 -0.1019 0.000
H -2.26743 -0.37142 1.12215 -0.1792 0.1101 0.3806 0.001
H -3.25871 -0.96922 2.49874 0.3090 0.1755 -0.2068 0.000
```
Positions in Å, forces in eV/Å.

Calculated values
highest occupied orbital energy (spin up / spin down): -17.79 / -17.69 eV
E_LUMO (spin up / spin down): -11.641 / -11.732 eV
gap between HOMO and LUMO (spin up / spin down): 0.2261 / 0.2191 hartree
2S+1: 4
ΔE to the lowest compared entry with this formula, charge and spin: 17.36 kcal/mol
total charge: +3

---

Number 1: strongest force on any atom 0.8 eV Å⁻¹, E_tot -2448.19758 Ha. Number 2: strongest force on any atom 10.3 eV Å⁻¹, E_tot -2995.76751 Ha.